1.
Formula: C4H16N4
Source: the Open Molecules 2025 dataset
Level of theory: ωB97M-V/def2-TZVPD

Positions of all 24 atoms, in Å:
C: 0.719166 -1.113113 -0.503106
C: 0.483387 -1.951069 0.736700
C: 2.012975 -1.447419 -1.218643
N: 1.291946 0.636301 0.458107
N: -0.376774 -0.828094 -1.194714
H: -0.160139 -0.517133 -2.139706
H: -1.173978 0.363158 -0.354583
H: 1.795927 1.183881 -0.233804
H: 1.858743 0.589860 1.301524
H: 0.437337 -3.008510 0.461045
H: 1.289471 -1.814485 1.453128
H: -0.455941 -1.677845 1.213622
H: 1.986310 -2.482175 -1.563556
H: 2.863718 -1.320961 -0.545227
H: 2.157327 -0.802466 -2.087888
C: -1.714397 2.411370 -0.269354
N: -1.264453 1.180561 0.368706
N: -2.126397 0.826942 1.462968
H: 0.136677 1.038765 0.578832
H: -1.548453 0.465827 2.215334
H: -2.754200 0.081422 1.167440
H: -2.728503 2.315996 -0.670082
H: -1.699323 3.229688 0.451311
H: -1.030425 2.639499 -1.088054

Forces on the atoms, in the same order (eV/Å):
-1.127 -1.138 -1.146
0.181 0.435 0.190
0.142 0.522 0.240
-1.126 0.497 0.195
0.744 -0.123 0.363
0.180 -0.041 0.029
-0.278 0.821 0.826
-0.037 0.018 0.115
-0.145 0.137 -0.083
-0.027 0.117 -0.074
0.095 -0.107 0.097
-0.062 -0.006 -0.050
-0.083 -0.018 0.042
-0.003 -0.093 -0.107
-0.011 -0.010 0.038
-0.005 -0.126 0.092
-0.444 -0.584 -0.544
0.083 -0.032 -0.191
1.852 -0.370 0.041
-0.057 -0.018 -0.085
0.104 0.075 0.076
0.031 0.038 -0.005
0.003 -0.022 -0.039
-0.013 0.030 -0.020

- Energy above the lowest of the compared OMol25 structures with the same formula, charge and spin: 2.470 eV
- M: 120.2 g/mol
- Charge: 0
- Calculated total energy: -10365.4996 eV

---

2.
Formula: C4H16NO2
Source: the Open Molecules 2025 dataset
Level of theory: ωB97M-V/def2-TZVPD

Positions of all 23 atoms, in Å:
C: -0.673854 1.184125 0.346536
C: 0.409141 0.719840 1.421243
C: 0.603620 1.975157 2.311906
C: 1.709751 0.254806 0.832385
N: -1.261855 -0.062082 -0.281534
H: -0.174135 1.862440 -0.314756
H: -1.432076 1.610616 0.945440
H: -0.069684 -0.028913 2.166363
H: 0.173539 2.823885 1.765404
H: 1.711916 1.900165 2.388051
H: 0.085866 2.045994 3.305101
H: 1.724672 0.653391 -0.237412
H: 2.502761 0.550507 1.644332
H: 1.961618 -0.743897 0.816639
H: -2.200040 0.142076 -0.330234
H: -1.052427 -0.984538 0.278687
H: -1.129862 -0.072033 -1.376862
H: -0.052267 -1.503822 -2.779129
H: 0.589637 -0.330691 -3.055610
O: -0.301729 -0.565059 -2.803887
H: -0.678410 -4.335722 -2.839077
H: -1.435690 -3.609018 -1.672654
O: -1.010483 -3.487235 -2.530935

Forces on the atoms, in the same order (eV/Å):
2.135 -2.744 2.413
-2.988 -0.262 1.540
0.486 -0.157 -0.006
0.990 2.410 0.455
2.034 -0.540 -1.454
-0.214 0.139 -0.811
-0.980 0.775 0.094
0.560 0.593 -1.562
0.978 0.352 0.124
-0.954 1.628 0.684
0.587 -0.742 -0.852
1.094 -0.160 1.561
-0.784 0.193 -2.352
-0.442 -2.660 -0.409
-3.289 -0.177 0.726
-0.452 2.343 -1.698
1.365 -1.025 1.642
-1.426 -0.813 0.232
0.454 1.582 -0.338
0.743 -0.814 -0.018
-0.127 -0.117 0.209
0.130 -0.442 -0.340
0.101 0.639 0.162

- Energy above the lowest of the compared OMol25 structures with the same formula, charge and spin: 2.697 eV
- M: 110.2 g/mol
- Charge: +1
- Calculated total energy: -9984.6838 eV

---

3.
Formula: C4H16NO2
Source: the Open Molecules 2025 dataset
Level of theory: ωB97M-V/def2-TZVPD

Positions of all 23 atoms, in Å:
C: -1.553773 -1.825389 0.736962
C: -0.934013 -0.765336 -0.144922
C: -1.489896 0.620362 0.079626
C: -1.027418 1.662547 -0.943884
N: 0.543841 -0.735435 0.070232
H: -2.626198 -1.745878 0.756368
H: -1.093814 -1.797224 1.727201
H: -1.251093 -2.798601 0.358107
H: -1.112380 -0.935137 -1.206939
H: -2.566838 0.535396 -0.104361
H: -1.439267 0.973491 1.107655
H: -1.263284 2.703892 -0.725474
H: 0.041957 1.610744 -1.115944
H: -1.524223 1.534741 -1.871100
H: 1.052353 -0.271070 -0.700507
H: 0.922953 -0.096983 0.784628
H: 0.968009 -1.657766 0.069251
H: 2.769704 1.165131 2.730090
H: 1.332560 1.657439 2.617098
O: 2.094910 1.409504 2.080658
H: 3.440709 -0.355447 -1.772330
H: 2.210257 -0.728453 -2.626548
O: 2.504942 -0.160529 -1.905865

Forces on the atoms, in the same order (eV/Å):
1.267 -0.413 -0.173
-0.537 0.912 0.235
-1.279 0.934 -0.390
0.578 0.249 0.628
1.122 0.875 -1.125
-0.298 -0.012 0.163
-0.478 0.323 0.217
-0.323 -0.292 -0.156
0.296 -0.514 -0.029
0.021 -0.211 0.249
0.446 -0.124 0.208
0.059 -0.136 0.653
0.312 0.175 -0.126
-0.352 -0.593 -1.080
-0.147 -0.242 -0.663
-0.437 -0.587 1.025
0.043 -0.147 0.602
-0.063 0.076 -0.191
0.103 0.187 0.038
-0.266 -0.442 0.026
-0.054 0.071 -0.076
0.252 0.074 -0.196
-0.265 -0.164 0.160

- Energy above the lowest of the compared OMol25 structures with the same formula, charge and spin: 0.631 eV
- M: 110.2 g/mol
- Charge: +1
- Calculated total energy: -9986.7506 eV

---

Repeat the first record exactly.
Formula: C4H16N4
Source: the Open Molecules 2025 dataset
Level of theory: ωB97M-V/def2-TZVPD

Positions of all 24 atoms, in Å:
C: 0.719166 -1.113113 -0.503106
C: 0.483387 -1.951069 0.736700
C: 2.012975 -1.447419 -1.218643
N: 1.291946 0.636301 0.458107
N: -0.376774 -0.828094 -1.194714
H: -0.160139 -0.517133 -2.139706
H: -1.173978 0.363158 -0.354583
H: 1.795927 1.183881 -0.233804
H: 1.858743 0.589860 1.301524
H: 0.437337 -3.008510 0.461045
H: 1.289471 -1.814485 1.453128
H: -0.455941 -1.677845 1.213622
H: 1.986310 -2.482175 -1.563556
H: 2.863718 -1.320961 -0.545227
H: 2.157327 -0.802466 -2.087888
C: -1.714397 2.411370 -0.269354
N: -1.264453 1.180561 0.368706
N: -2.126397 0.826942 1.462968
H: 0.136677 1.038765 0.578832
H: -1.548453 0.465827 2.215334
H: -2.754200 0.081422 1.167440
H: -2.728503 2.315996 -0.670082
H: -1.699323 3.229688 0.451311
H: -1.030425 2.639499 -1.088054

Forces on the atoms, in the same order (eV/Å):
-1.127 -1.138 -1.146
0.181 0.435 0.190
0.142 0.522 0.240
-1.126 0.497 0.195
0.744 -0.123 0.363
0.180 -0.041 0.029
-0.278 0.821 0.826
-0.037 0.018 0.115
-0.145 0.137 -0.083
-0.027 0.117 -0.074
0.095 -0.107 0.097
-0.062 -0.006 -0.050
-0.083 -0.018 0.042
-0.003 -0.093 -0.107
-0.011 -0.010 0.038
-0.005 -0.126 0.092
-0.444 -0.584 -0.544
0.083 -0.032 -0.191
1.852 -0.370 0.041
-0.057 -0.018 -0.085
0.104 0.075 0.076
0.031 0.038 -0.005
0.003 -0.022 -0.039
-0.013 0.030 -0.020

- Energy above the lowest of the compared OMol25 structures with the same formula, charge and spin: 2.470 eV
- M: 120.2 g/mol
- Charge: 0
- Calculated total energy: -10365.4996 eV

---

- The highest M belongs to which entry?
  C4H16N4

---

- Number 1 is which compound?
  C4H16N4

---

Copy entry 2 word for word.
Formula: C4H16NO2
Source: the Open Molecules 2025 dataset
Level of theory: ωB97M-V/def2-TZVPD

Positions of all 23 atoms, in Å:
C: -0.673854 1.184125 0.346536
C: 0.409141 0.719840 1.421243
C: 0.603620 1.975157 2.311906
C: 1.709751 0.254806 0.832385
N: -1.261855 -0.062082 -0.281534
H: -0.174135 1.862440 -0.314756
H: -1.432076 1.610616 0.945440
H: -0.069684 -0.028913 2.166363
H: 0.173539 2.823885 1.765404
H: 1.711916 1.900165 2.388051
H: 0.085866 2.045994 3.305101
H: 1.724672 0.653391 -0.237412
H: 2.502761 0.550507 1.644332
H: 1.961618 -0.743897 0.816639
H: -2.200040 0.142076 -0.330234
H: -1.052427 -0.984538 0.278687
H: -1.129862 -0.072033 -1.376862
H: -0.052267 -1.503822 -2.779129
H: 0.589637 -0.330691 -3.055610
O: -0.301729 -0.565059 -2.803887
H: -0.678410 -4.335722 -2.839077
H: -1.435690 -3.609018 -1.672654
O: -1.010483 -3.487235 -2.530935

Forces on the atoms, in the same order (eV/Å):
2.135 -2.744 2.413
-2.988 -0.262 1.540
0.486 -0.157 -0.006
0.990 2.410 0.455
2.034 -0.540 -1.454
-0.214 0.139 -0.811
-0.980 0.775 0.094
0.560 0.593 -1.562
0.978 0.352 0.124
-0.954 1.628 0.684
0.587 -0.742 -0.852
1.094 -0.160 1.561
-0.784 0.193 -2.352
-0.442 -2.660 -0.409
-3.289 -0.177 0.726
-0.452 2.343 -1.698
1.365 -1.025 1.642
-1.426 -0.813 0.232
0.454 1.582 -0.338
0.743 -0.814 -0.018
-0.127 -0.117 0.209
0.130 -0.442 -0.340
0.101 0.639 0.162

- Energy above the lowest of the compared OMol25 structures with the same formula, charge and spin: 2.697 eV
- M: 110.2 g/mol
- Charge: +1
- Calculated total energy: -9984.6838 eV